Entry from OMol25: C40H31N4O5S2SnTe as an isolated structure (ωB97M-V with the def2-TZVPD basis set).

```
84
Properties=species:S:1:pos:R:3:forces:R:3
Sn -0.870 -0.335 0.040 -0.06 0.02 -0.21
C -2.976 0.804 -3.781 0.01 0.03 0.01
C -2.413 0.833 -2.502 0.09 0.18 -0.01
N -1.233 0.310 -2.218 -0.32 -0.14 -0.11
C -0.532 -0.286 -3.213 0.10 -0.01 0.01
C -1.027 -0.378 -4.520 -0.02 0.02 0.01
C -2.286 0.189 -4.789 0.04 0.00 0.01
C -0.267 -1.060 -5.528 0.03 -0.03 -0.02
C 0.919 -1.631 -5.236 -0.01 0.03 0.00
C 1.459 -1.550 -3.909 -0.09 0.06 0.01
C 2.677 -2.151 -3.548 0.06 -0.02 0.04
C 3.127 -2.050 -2.258 0.01 -0.01 -0.05
C 2.353 -1.335 -1.334 -0.05 0.03 0.00
N 1.214 -0.757 -1.648 0.05 0.10 -0.02
C 0.754 -0.866 -2.909 0.14 -0.07 -0.01
H -3.950 1.244 -3.941 0.00 0.01 -0.01
H -2.943 1.285 -1.674 0.00 -0.03 -0.01
H -2.694 0.127 -5.790 -0.01 -0.01 0.00
H -0.678 -1.117 -6.528 0.00 -0.01 0.00
H 1.483 -2.159 -5.994 0.00 -0.01 0.00
H 3.242 -2.698 -4.293 0.00 0.00 0.00
H 4.053 -2.511 -1.945 0.00 -0.01 0.00
H 2.665 -1.250 -0.299 0.02 0.01 0.00
S -1.751 -1.418 3.117 0.05 0.14 0.06
C -2.820 0.008 3.100 0.10 -0.09 -0.02
C -3.055 0.662 4.313 -0.04 0.03 -0.02
C -3.932 1.727 4.383 -0.02 0.02 -0.05
C -4.601 2.125 3.230 0.05 -0.04 0.04
C -4.387 1.465 2.033 -0.02 0.01 -0.01
C -3.491 0.394 1.922 0.07 -0.09 0.14
S -3.386 -0.454 0.375 0.03 0.03 0.12
H -2.557 0.306 5.206 0.01 0.00 0.00
H -4.109 2.223 5.328 -0.01 0.01 0.00
H -5.308 2.943 3.267 0.00 0.00 0.01
H -4.935 1.759 1.147 -0.01 0.01 0.00
N 2.824 4.043 -1.014 0.03 -0.02 0.05
C 2.129 4.562 0.030 -0.02 -0.09 -0.10
O 2.638 5.230 0.907 0.02 0.05 0.02
C 0.667 4.226 0.083 -0.01 0.05 0.02
C -0.209 5.168 0.614 0.05 -0.01 0.00
C -1.542 4.835 0.753 -0.03 -0.01 0.06
C -1.944 3.550 0.410 0.04 -0.06 0.05
N -1.109 2.635 -0.075 -0.07 0.04 -0.18
C 0.164 2.982 -0.263 -0.02 -0.01 0.03
H 3.797 4.288 -1.092 0.00 0.01 -0.01
H 2.358 3.662 -1.817 -0.01 0.02 -0.01
H 0.178 6.132 0.916 -0.03 0.01 0.01
H -2.260 5.541 1.149 0.00 0.00 0.00
H -2.967 3.227 0.566 0.02 0.04 -0.06
H 0.816 2.199 -0.647 0.01 0.04 -0.01
C 0.869 -0.004 5.153 -0.07 -0.01 0.01
Te 0.459 -0.468 3.085 -0.18 0.07 0.06
C 0.101 1.631 3.047 0.03 -0.01 -0.01
C 1.169 2.153 3.968 0.04 -0.01 0.01
C 1.784 3.382 3.771 -0.05 -0.01 -0.02
C 2.774 3.800 4.648 0.00 0.00 0.00
C 3.158 2.989 5.707 0.00 0.00 0.00
C 2.559 1.751 5.893 -0.01 0.01 0.00
C 1.558 1.331 5.028 0.02 -0.03 0.02
H 1.488 -0.771 5.611 0.00 -0.02 -0.02
H -0.085 0.054 5.678 -0.01 -0.03 -0.03
H -0.918 1.787 3.409 0.01 -0.01 -0.02
H 0.183 1.982 2.024 0.00 -0.01 0.03
H 1.504 4.006 2.930 0.04 0.01 0.03
H 3.257 4.756 4.492 0.00 0.00 -0.01
H 3.940 3.313 6.380 0.00 0.00 0.00
H 2.873 1.110 6.708 0.00 0.00 0.00
O -1.052 -2.176 -1.025 -0.06 -0.06 0.18
C -0.259 -2.977 -0.389 -0.01 -0.04 -0.08
O 0.153 -2.707 0.749 0.10 -0.07 0.05
C 0.210 -4.170 -1.140 -0.01 0.00 -0.06
C 1.096 -5.053 -0.540 -0.03 0.04 0.05
C 1.621 -6.142 -1.236 0.04 -0.04 -0.01
C 1.219 -6.291 -2.541 -0.05 0.03 -0.01
O 1.594 -7.248 -3.431 0.05 0.01 0.00
C 0.814 -7.025 -4.608 -0.02 -0.03 -0.04
O 0.135 -5.780 -4.447 0.02 0.03 -0.03
C 0.335 -5.408 -3.146 0.01 -0.03 0.04
C -0.191 -4.339 -2.477 -0.01 0.02 0.01
H 1.376 -4.875 0.490 0.01 -0.02 0.00
H 2.309 -6.839 -0.779 0.00 0.00 0.01
H 0.085 -7.831 -4.719 -0.01 0.01 0.03
H 1.474 -6.970 -5.473 0.00 0.00 0.01
H -0.879 -3.647 -2.942 -0.01 -0.01 0.00
```
Positions in Å, forces in eV/Å.

As for the total charge: +1. Its spin multiplicity is 1. Its total energy is -92973.662 eV.

Atom charges from the Löwdin analysis, given in e for atoms 1 to 4:
1. Sn 1.011
2. C -0.013
3. C -0.143
4. N 0.010